1.
A 2-piece molecular cluster, C4H10ClNSi overall. Source: OMol25; level of theory: the ωB97M-V functional and the def2-TZVPD basis.

Each line ends with the Löwdin charge.
Cartesian coordinates (Å):
H  -0.884  1.170  -1.009  0.07
H  1.297  2.231  -1.674  0.09
N  0.913  2.116  -0.720  -0.32
H  -0.779  2.426  0.397  0.07
H  -1.444  -3.241  -0.702  0.05
C  -0.507  2.203  -0.701  -0.24
H  0.591  -1.807  -0.909  0.09
H  1.438  2.275  1.712  -0.05
C  0.150  -0.879  0.980  -0.06
C  0.104  -1.859  0.112  -0.33
H  -0.058  -0.781  1.982  -0.04
H  -1.094  3.026  -1.405  0.12
Si  1.753  1.463  0.565  0.12
H  0.037  -3.981  0.488  0.11
Cl  3.553  1.124  -0.016  0.39
H  -1.427  -2.939  0.972  0.05
C  -0.754  -3.171  0.125  -0.12

Summary:
ΔE to the lowest compared entry with this formula, charge and spin ... 4.6982 eV
Orbital gap ... 7.971 eV
2S+1 ... 1
HOMO energy ... -7.4 eV
Calculated total energy ... -962.73299 Eh
LUMO ... 0.0200 Eh

2.
C14H32BeN4O9 as an isolated structure. Source: OMol25; level of theory: the ωB97M-V functional and the def2-TZVPD basis.

Each line ends with the Löwdin charge.
Cartesian coordinates (Å):
H  0.620  -5.105  -3.363  0.08
H  -3.856  -0.869  -2.222  0.06
N  -1.332  -1.635  3.165  -0.15
C  -1.847  -1.391  4.596  -0.02
O  0.119  -0.912  1.596  -0.04
C  2.214  2.853  -1.422  -0.41
H  3.245  3.091  -1.685  0.06
C  1.339  3.748  -2.381  -0.48
H  -2.720  -0.745  4.514  0.08
O  1.244  -1.779  -1.450  0.00
O  -0.180  2.033  1.030  -0.07
O  3.041  -2.675  2.343  0.01
H  1.522  4.819  -2.298  0.04
H  -1.156  -0.926  5.300  0.07
H  -3.175  5.228  1.500  0.08
C  -2.115  5.018  1.643  -0.07
H  0.289  3.526  -2.188  0.04
H  3.897  -0.879  0.706  0.09
O  2.575  -1.018  3.602  0.00
C  -1.844  3.689  -0.395  -0.04
O  1.435  3.439  -3.753  -0.46
H  3.357  -2.588  -1.451  0.09
H  3.972  -4.088  -2.216  0.09
H  2.336  -5.424  -3.471  0.08
O  -1.033  1.022  -3.023  -0.33
H  -2.045  -1.921  1.194  0.06
H  -1.390  2.838  -0.902  0.07
C  -2.320  -2.224  2.204  0.00
H  -3.363  -1.998  2.427  0.08
N  2.945  -1.434  2.514  -0.40
H  3.747  0.488  1.844  0.10
H  -2.038  -2.402  4.958  0.08
H  -2.911  3.570  -0.585  0.09
N  1.879  -3.866  -2.118  -0.20
H  1.236  -5.846  -2.051  0.08
H  3.319  -4.026  -0.629  0.08
H  -2.625  -1.595  -3.105  0.06
H  2.193  3.288  -0.422  0.04
H  2.310  -0.153  1.013  0.06
C  -2.773  -0.837  -2.336  -0.48
H  -1.509  5.817  1.217  0.09
O  -2.228  -1.138  -1.091  -0.36
H  0.311  -0.799  3.707  0.12
C  -0.893  2.845  1.697  -0.25
C  0.982  -2.849  -2.005  -0.25
H  -3.158  1.253  -2.597  0.05
H  -1.920  5.037  2.715  0.07
H  0.012  -3.020  -2.497  0.15
O  2.117  1.414  -1.372  -0.35
N  -1.545  3.824  1.011  -0.18
C  -2.434  0.524  -2.961  -0.40
H  -1.634  4.660  -0.844  0.09
C  3.267  -0.414  1.464  0.06
Be  -0.103  0.196  -0.617  0.88
C  3.162  -3.644  -1.638  -0.09
C  1.547  -5.107  -2.789  -0.06
C  -0.260  -0.999  2.787  -0.34
H  -2.638  0.435  -4.028  0.07
H  -2.212  -3.296  2.369  0.08
H  -0.977  2.952  2.789  0.13

Summary:
ΔE to the lowest compared entry with this formula, charge and spin ... 3.9121 eV
Orbital gap ... 2.133 eV
Charge ... -2
2S+1 ... 1
HOMO energy ... 1.8 eV
Calculated total energy ... -1463.08185 Eh
LUMO ... 0.1455 Eh

3.
C2H3CuFO as an isolated structure. Source: OMol25; level of theory: the ωB97M-V functional and the def2-TZVPD basis.

Each line ends with the Löwdin charge.
Cartesian coordinates (Å):
H  -1.906  1.169  -0.061  0.12
C  -1.087  -0.839  0.017  0.16
F  3.752  -0.285  0.261  -0.62
H  -0.225  -1.476  -0.224  0.09
H  -2.044  -1.299  0.260  0.07
O  0.114  1.167  -0.126  -0.05
Cu  2.371  0.987  -0.056  0.53
C  -0.975  0.576  -0.072  -0.30

Summary:
ΔE to the lowest compared entry with this formula, charge and spin ... 0.0000 eV
Orbital gap (spin up / spin down) ... 9.388 / 6.529 eV
2S+1 ... 2
HOMO energy (spin up / spin down) ... -9.3 / -9.3 eV
Calculated total energy ... -1893.49561 Eh
LUMO (spin up / spin down) ... 0.0047 / -0.1000 Eh

4.
C2H4ClNS as an isolated structure. Source: OMol25; level of theory: the ωB97M-V functional and the def2-TZVPD basis.

Each line ends with the Löwdin charge.
Cartesian coordinates (Å):
S  -2.070  1.621  0.017  0.60
N  0.276  0.626  -0.151  -0.23
C  -0.397  1.693  -0.237  -0.76
H  -0.167  -1.089  0.844  0.04
Cl  2.451  1.336  0.117  0.19
C  0.169  -0.784  -0.053  -0.11
H  -0.439  -1.027  -0.988  0.13
H  0.022  2.595  -0.428  0.01
H  1.257  -1.216  -0.121  0.12

Summary:
ΔE to the lowest compared entry with this formula, charge and spin ... 3.7092 eV
Orbital gap (spin up / spin down) ... 5.935 / 6.186 eV
2S+1 ... 1
HOMO energy (spin up / spin down) ... -9.0 / -9.1 eV
Calculated total energy ... -991.60383 Eh
LUMO (spin up / spin down) ... -0.1118 / -0.1087 Eh

Which of these has the lowest calculated total energy?
C2H3CuFO

The lowest calculated total energy belongs to which entry?
C2H3CuFO

Among the records above, which one has the lowest ΔE to the lowest compared entry with this formula, charge and spin?
C2H3CuFO

Number 3 is which compound?
C2H3CuFO